No. 1
A cluster of 2 separate species, C5H13N2 in total in a non-equilibrium geometry. Source: OMol25; level of theory: wB97M-V/def2-TZVPD.

Results
Energy relative to the best compared isomer or geometry (same formula, charge and spin) in kJ/mol: 223.3
Frontier orbital gap in eV: 10.8882
Net charge: +1

Positions of all 20 atoms, in Å:
C1 -0.7733 -2.2517 -0.5042
C2 0.4789 -1.8642 0.2722
C3 2.0867 -0.5165 -0.7868
N1 1.0029 -0.5569 -0.1364
H1 -1.0657 -3.2624 -0.2213
H2 -1.6192 -1.6076 -0.2772
H3 -0.5736 -2.2436 -1.5751
H4 1.2369 -2.6337 0.1097
H5 0.2604 -1.8198 1.3398
H6 2.5460 -1.4403 -1.1311
H7 2.5378 0.4398 -1.0226
C4 -1.6392 1.5628 -0.5025
C5 -0.2677 2.3757 1.2687
N2 -0.5780 1.4101 0.5120
H8 -2.2018 0.6319 -0.5041
H9 -1.1724 1.7061 -1.4719
H10 -2.3246 2.3555 -0.2165
H11 -0.8671 3.2801 1.2853
H12 0.5943 2.3125 1.9232
H13 0.1642 0.5143 0.3067

These are the Mulliken partial charges, in e, on atoms 1 to 8: -0.960 -0.603 -0.249 -0.219 0.342 0.227 0.308 0.400

---

No. 2
A structure of composition C35H39F4N4O2SSbW. Source: OMol25; level of theory: wB97M-V/def2-TZVPD.

Results
Energy relative to the best compared isomer or geometry (same formula, charge and spin) in kJ/mol: 8.5
Frontier orbital gap in eV: 5.7888
Net charge: +2

Positions of all 87 atoms, in Å:
W1 -0.3183 0.3190 0.9352
C1 5.4228 1.4446 1.6841
C2 4.5098 1.6509 0.4861
N1 4.0394 0.3861 -0.1121
C3 4.9221 -0.2577 -1.1224
C4 5.7668 -1.3733 -0.5301
C5 2.9314 -0.2059 0.2568
S1 2.0254 0.4041 1.6269
N2 2.6285 -1.3919 -0.3212
C6 1.4437 -1.9134 -0.3215
O1 0.3630 -1.1693 -0.0809
C7 1.2113 -3.3153 -0.6459
C8 2.3078 -4.1323 -0.9412
C9 2.1116 -5.4729 -1.2090
C10 0.8272 -6.0038 -1.1760
C11 -0.2660 -5.1972 -0.8818
C12 -0.0802 -3.8507 -0.6236
H1 5.6810 2.4145 2.1074
H2 6.3488 0.9481 1.4042
H3 4.9314 0.8555 2.4584
H4 5.0243 2.1891 -0.3080
H5 3.6328 2.2336 0.7683
H6 5.5494 0.5341 -1.5268
H7 4.2939 -0.6326 -1.9270
H8 6.4221 -1.0105 0.2580
H9 6.3902 -1.7966 -1.3167
H10 5.1413 -2.1661 -0.1231
H11 3.3011 -3.7068 -0.9625
H12 2.9555 -6.1076 -1.4393
H13 0.6781 -7.0553 -1.3826
H14 -1.2613 -5.6186 -0.8584
H15 -0.9312 -3.2188 -0.3955
F1 -6.0192 4.3491 1.0452
C13 -5.1809 3.4517 0.5245
C14 -5.5164 2.1121 0.5827
C15 -4.6378 1.1841 0.0433
C16 -3.4417 1.5958 -0.5421
C17 -3.1517 2.9605 -0.6068
C18 -4.0150 3.9012 -0.0709
Sb1 -2.0202 0.2758 -1.3935
C19 -1.1510 -0.9325 2.3043
C20 -0.7487 -2.2976 2.3874
C21 -1.4301 -3.2093 3.1549
C22 -2.5337 -2.7675 3.8778
F2 -3.2022 -3.6449 4.6014
C23 -2.9529 -1.4445 3.8781
C24 -2.2579 -0.5378 3.1099
C25 -2.9682 -1.6040 -1.1339
C26 -2.9860 -2.4075 -2.2755
C27 -3.5477 -3.6758 -2.2499
C28 -4.0779 -4.1313 -1.0597
F3 -4.6019 -5.3586 -1.0164
C29 -4.0768 -3.3680 0.0963
C30 -3.5171 -2.1026 0.0501
H16 -6.4545 1.8159 1.0313
H17 -4.9089 0.1374 0.0666
H18 -2.2472 3.3058 -1.1009
H19 -3.8181 4.9633 -0.1237
H20 0.1141 -2.6510 1.8447
H21 -1.1304 -4.2465 3.2131
H22 -3.8030 -1.1522 4.4787
H23 -2.5851 0.4903 3.1120
H24 -2.5585 -2.0528 -3.2063
H25 -3.5771 -4.3048 -3.1287
H26 -4.5128 -3.7695 1.0010
H27 -3.5113 -1.5075 0.9556
F4 -1.3883 1.5837 1.7548
C31 0.8880 4.2951 -2.7578
N3 1.0931 3.1680 -1.8475
C32 1.5545 1.9361 -2.4789
C33 0.6116 3.1508 -0.5952
O2 0.2495 2.0297 -0.0892
N4 0.5030 4.2652 0.1208
C34 1.3161 5.4556 -0.1288
C35 -0.3225 4.2616 1.3320
H28 0.4443 3.9109 -3.6766
H29 1.8267 4.7906 -3.0050
H30 0.2004 5.0144 -2.3223
H31 2.3892 2.1815 -3.1340
H32 0.7619 1.4748 -3.0713
H33 1.8933 1.2277 -1.7254
H34 2.1302 5.2213 -0.8089
H35 1.7424 5.7782 0.8198
H36 0.7209 6.2710 -0.5390
H37 0.1334 3.6562 2.1177
H38 -1.3200 3.8818 1.1207
H39 -0.4033 5.2862 1.6829

These are the Mulliken partial charges, in e, on atoms 1 to 8: 0.786 -1.226 -0.663 0.538 -0.662 -1.031 -0.128 -0.265

---

No. 3
The molecule C5H12N2S in a non-equilibrium geometry. Source: OMol25; level of theory: wB97M-V/def2-TZVPD.

Results
Structure (SMILES): CCN(C)/N=C\SC
Energy relative to the best compared isomer or geometry (same formula, charge and spin) in kJ/mol: 558.7
Frontier orbital gap in eV: 8.8680

Positions of all 20 atoms, in Å:
C1 -1.2125 1.4362 -0.3625
C2 -0.2219 0.4014 -0.8887
C3 -1.6111 -1.2224 0.3217
C4 1.9040 -1.4291 -0.3767
C5 1.5831 0.6975 0.9887
H1 -2.2318 1.1599 0.3543
H2 -1.4786 2.0556 -1.1899
H3 -0.6037 2.3649 0.3393
H4 0.8200 0.9200 -0.9787
H5 -0.6498 0.3496 -1.9800
H6 -1.4963 -2.0803 0.9005
H7 -2.3805 -0.6669 0.8439
H8 -1.9846 -1.6843 -0.7416
H9 2.2132 -2.4309 -0.8573
H10 1.0836 -0.1835 1.5294
H11 0.6866 1.4147 0.7127
H12 2.4798 1.0624 1.7470
N1 -0.3142 -0.6920 0.0939
N2 0.6479 -1.6454 -0.1664
S1 2.7668 0.1725 -0.2897

These are the Mulliken partial charges, in e, on atoms 1 to 8: -0.870 -0.547 -1.064 -0.061 -0.589 0.160 0.412 0.212

---

No. 4
A cluster of 4 separate species, C24H23F24N3O6PS in total in a non-equilibrium geometry. Source: OMol25; level of theory: wB97M-V/def2-TZVPD.

Results
Frontier orbital gap in eV: 6.3347
Net charge: +1

Positions of all 82 atoms, in Å:
O1 4.7560 -1.4592 1.6114
P1 5.3070 -0.0124 2.4796
O2 5.2517 -0.5365 4.1762
C1 3.7698 1.1751 2.3435
C2 3.1260 1.3855 0.8262
C3 1.7869 2.3554 0.7097
C4 1.2151 3.0204 2.1341
C5 -0.1386 3.9402 2.0402
C6 -1.1536 3.8194 3.3219
S1 -1.4157 2.0821 3.9704
C7 -1.3015 0.7889 2.6198
N1 -0.5190 -0.5076 2.8117
N2 -0.5317 -1.3366 1.6792
C8 -1.3708 -0.5638 0.6404
O3 -1.8179 0.7360 1.2421
C9 2.0008 2.7187 3.5411
N3 3.2381 1.8175 3.6089
H1 3.7932 -1.6012 1.9197
H2 4.2684 -0.6998 4.3752
H3 3.5738 0.8669 -0.1323
H4 1.2324 2.5800 -0.3041
H5 -0.7544 3.7898 1.0296
H6 0.2266 5.0746 2.0098
H7 -2.1737 4.3965 3.0960
H8 -0.6461 4.4387 4.2075
H9 -1.6052 -0.9450 -0.4655
H10 1.5318 3.2135 4.5210
H11 3.6402 1.6768 4.5728
C10 -5.3153 0.2837 -0.3750
C11 -6.7155 0.9133 -0.3335
C12 -7.8463 -0.0642 -0.0360
F1 -7.9546 -1.0246 -0.9822
F2 -9.0434 0.5815 -0.0124
F3 -6.9375 1.5887 -1.4930
F4 -6.7026 1.8647 0.6523
O4 -4.8067 -0.0204 -1.6759
C13 -5.1927 -1.2886 -2.2024
C14 -6.0150 -1.1681 -3.4912
F5 -7.1659 -0.4769 -3.2838
F6 -6.3788 -2.3922 -3.9582
F7 -5.8243 -2.0025 -1.2400
F8 -4.0327 -1.9497 -2.4566
H12 -4.6230 1.0407 0.0147
H13 -5.2116 -0.5608 0.3169
H14 -7.7114 -0.5455 0.9368
H15 -5.4491 -0.6542 -4.2731
C15 -2.3065 3.9040 -6.4903
C16 -2.2468 2.6476 -7.3716
C17 -3.5727 2.2526 -8.0108
F9 -4.5158 1.9529 -7.0889
F10 -3.4221 1.1377 -8.7755
F11 -1.7187 1.6209 -6.6527
F12 -1.3471 2.8986 -8.3740
O5 -2.4147 3.6743 -5.0835
C18 -3.7419 3.4905 -4.5942
C19 -3.9548 2.1069 -3.9680
F13 -3.7424 1.1146 -4.8711
F14 -5.2320 1.9591 -3.5255
F15 -4.6279 3.7632 -5.5819
F16 -3.9236 4.4544 -3.6533
H16 -1.3404 4.4110 -6.6069
H17 -3.0417 4.6352 -6.8473
H18 -3.9558 3.0473 -8.6573
H19 -3.2766 1.9471 -3.1254
C20 7.4979 -3.4453 4.2708
C21 8.4517 -3.6710 3.0884
C22 7.8036 -4.2863 1.8539
F17 7.3009 -5.5176 2.0999
F18 8.7190 -4.4422 0.8599
F19 9.5170 -4.4061 3.5063
F20 8.9604 -2.4477 2.7392
O6 7.5248 -4.4441 5.2931
C23 6.6837 -5.5736 5.0669
C24 7.4712 -6.8851 4.9598
F21 8.3510 -6.8536 3.9253
F22 6.6426 -7.9384 4.7299
F23 5.8986 -5.3415 3.9876
F24 5.8442 -5.6265 6.1345
H20 7.8405 -2.5334 4.7760
H21 6.4760 -3.2101 3.9497
H22 7.0009 -3.6519 1.4672
H23 8.0346 -7.0824 5.8760

These are the Mulliken partial charges, in e, on atoms 1 to 8: -0.448 0.406 -0.506 0.113 -0.306 -0.374 0.331 -0.601

---

No. 5
A cluster of 2 separate species, C16H30ClFN3O4P in total in a non-equilibrium geometry. Source: OMol25; level of theory: wB97M-V/def2-TZVPD.

Results
Frontier orbital gap in eV: 2.4068

Positions of all 56 atoms, in Å:
C1 3.6801 -1.8649 2.0178
C2 2.8897 -1.5953 0.7146
C3 1.8973 -0.5019 0.9785
N1 1.1378 -0.2309 -0.2799
N2 -0.1899 0.1177 0.0370
N3 -1.0394 -0.8777 -0.0027
C4 -2.2745 -0.6019 0.3038
C5 -2.6928 0.6788 0.6547
C6 -4.1672 0.8862 0.9516
C7 -5.1203 -0.1075 0.2585
C8 -6.3430 0.6194 -0.3280
Cl1 -7.7627 0.5345 0.7323
C9 -1.7729 1.7085 0.7147
P1 -2.2554 3.3953 1.2187
O1 -2.5826 4.2435 0.0900
O2 -3.5022 3.3170 2.2123
O3 -1.0952 4.0138 2.1269
C10 -0.4407 1.3941 0.3365
C11 0.6570 2.4066 0.2363
C12 0.3851 3.3871 -0.9498
C13 0.5760 4.8648 -0.6230
F1 1.2350 3.0270 -1.9695
H1 4.6923 -2.1660 1.7857
H2 3.6944 -0.9902 2.6646
H3 3.2105 -2.6753 2.5702
H4 2.3324 -2.4863 0.4556
H5 3.6062 -1.3200 -0.0475
H6 2.3978 0.3946 1.3386
H7 1.1851 -0.8184 1.7477
H8 1.1043 -1.0963 -0.8214
H9 -2.9862 -1.4073 0.2789
H10 -4.4295 1.8783 0.6080
H11 -4.2944 0.8759 2.0306
H12 -5.5255 -0.7834 1.0027
H13 -4.6686 -0.6428 -0.5680
H14 -6.6192 0.1263 -1.2524
H15 -6.1091 1.6398 -0.6057
H16 -3.3170 2.6419 2.8819
H17 -0.6510 3.2807 2.5782
H18 1.5986 1.9297 0.0055
H19 0.7923 2.9317 1.1687
H20 -0.6353 3.2359 -1.2965
H21 -0.2736 5.4132 -1.0071
H22 1.4418 5.2306 -1.1689
H23 0.7427 5.0642 0.4261
C14 3.0005 -4.8898 -3.1160
C15 3.8479 -3.8252 -2.3897
C16 4.5077 -4.4963 -1.1646
O4 3.0556 -2.7991 -1.9806
H24 2.2118 -5.2722 -2.4631
H25 2.5350 -4.4655 -4.0075
H26 3.6142 -5.7453 -3.4373
H27 4.6839 -3.5758 -3.0855
H28 3.7505 -4.8706 -0.4696
H29 5.1449 -3.7843 -0.6324
H30 5.1396 -5.3470 -1.4605

These are the Mulliken partial charges, in e, on atoms 1 to 8: -1.391 -0.061 -0.702 -0.684 1.484 -1.365 -0.874 0.852

---

No. 6
A structure of composition C17H13Cl3CsGeN4O4Se in a non-equilibrium geometry. Source: OMol25; level of theory: wB97M-V/def2-TZVPD.

Results
Energy relative to the best compared isomer or geometry (same formula, charge and spin) in kJ/mol: 7.7
Frontier orbital gap (spin up / spin down) in eV: 6.0345 / 5.9692
Net charge: -2
Spin multiplicity: 2

Positions of all 44 atoms, in Å:
Cs1 -0.6169 1.3761 -0.7110
C1 -0.6697 -2.9503 -4.4813
C2 0.4954 -3.2779 -3.7963
C3 0.6634 -2.9186 -2.4696
C4 -0.3406 -2.2210 -1.7726
C5 -1.5076 -1.8936 -2.4814
C6 -1.6646 -2.2497 -3.8109
N1 -0.1682 -1.7378 -0.4910
C7 0.2263 -2.4972 0.5075
C8 0.2304 -3.9446 0.4645
C9 0.5705 -4.7059 1.5408
C10 0.9579 -4.1252 2.7711
C11 0.9796 -2.7589 2.8595
C12 0.6359 -1.9302 1.7747
N2 0.6846 -0.5473 1.8677
N3 1.1034 -0.0737 2.9550
C13 1.1234 1.3424 3.0103
C14 1.8962 1.8944 4.0340
C15 1.9664 3.2693 4.1482
C16 1.2612 4.0565 3.2494
C17 0.5093 3.4151 2.2764
N4 0.4321 2.0920 2.1562
H1 -0.7899 -3.2151 -5.5246
H2 1.2935 -3.8042 -4.3093
H3 1.5862 -3.1509 -1.9512
H4 -2.2818 -1.3357 -1.9683
H5 -2.5700 -1.9594 -4.3307
H6 -0.0857 -4.4193 -0.4549
H7 0.5299 -5.7879 1.4537
H8 1.2195 -4.7472 3.6179
H9 1.2668 -2.2688 3.7802
H10 2.4254 1.2309 4.7043
H11 2.5683 3.7211 4.9285
H12 1.2871 5.1368 3.2848
H13 -0.0505 4.0002 1.5536
Cl1 1.5401 3.8831 -1.2518
Ge1 -0.7174 4.8772 -1.7688
Cl2 -0.8479 6.4203 -0.1658
Cl3 -0.1822 6.1153 -3.5052
O1 -4.3571 3.0656 -3.3031
Se1 -3.0476 3.0688 -2.3687
O2 -1.6986 2.4260 -3.0360
O3 -3.2721 2.4150 -0.8929
O4 -2.5848 4.7147 -2.0928

These are the Mulliken partial charges, in e, on atoms 1 to 8: 1.132 -0.439 -0.566 -0.055 -0.251 -0.339 -0.616 -0.197

---

No. 7
A cluster of 5 separate species, C35H33ClN6O15P2 in total in a non-equilibrium geometry. Source: OMol25; level of theory: wB97M-V/def2-TZVPD.

Results
Structure (SMILES): CCc1c2c(c(CN)c(P(=O)(O)O)c1P(O)O)C(=O)N(Cl)C2=O.O=[N+]([O-])c1ccccc1.O=[N+]([O-])c1ccccc1.O=[N+]([O-])c1ccccc1.O=[N+]([O-])c1ccccc1
Frontier orbital gap in eV: 8.0019

Positions of all 92 atoms, in Å:
C1 2.6862 0.2143 4.1723
C2 2.6232 1.1182 2.9100
C3 1.4042 0.7562 2.0642
C4 0.4524 1.7546 1.9162
C5 -0.7226 1.4831 1.1929
C6 -0.9795 0.2701 0.5786
C7 -2.2710 0.0893 -0.2249
N1 -2.7625 1.3249 -0.8215
C8 0.0038 -0.7421 0.7421
P1 -0.3540 -2.3730 -0.0075
O1 -1.7891 -2.5822 -0.2356
O2 0.1640 -3.5790 0.9503
O3 0.4084 -2.4932 -1.4117
C9 1.2166 -0.5132 1.4606
P2 2.5193 -1.8486 1.6426
O4 3.9730 -1.1508 1.8573
O5 2.6698 -2.5352 0.1532
C10 -1.5239 2.7663 1.3166
O6 -2.6890 2.9831 1.3156
N2 -0.5483 3.8549 1.5581
Cl1 0.2403 3.9542 -0.0179
C11 0.4333 3.1785 2.4315
O7 0.9837 3.6974 3.3388
H1 2.2748 0.7201 5.0479
H2 2.0792 -0.6799 4.0050
H3 3.7039 -0.1070 4.3952
H4 3.5385 1.0286 2.3294
H5 2.5669 2.1537 3.2354
H6 -2.0355 -0.5756 -1.0486
H7 -3.0014 -0.4200 0.4137
H8 -3.1192 1.1529 -1.7534
H9 -3.5529 1.6907 -0.3065
H10 -0.0946 -3.3459 1.8553
H11 0.8415 -3.3601 -1.4248
H12 4.2144 -0.5651 1.1223
H13 2.7573 -3.4847 0.2999
C12 1.4977 0.1789 -7.2738
C13 1.0959 -1.1068 -6.9354
C14 0.5510 -1.3575 -5.6860
C15 0.4123 -0.3120 -4.7914
C16 0.8138 0.9720 -5.1104
C17 1.3602 1.2159 -6.3608
N3 -0.1881 -0.5687 -3.4739
O8 -0.5121 -1.7017 -3.2040
O9 -0.3226 0.3822 -2.7181
H14 1.9178 0.3731 -8.2523
H15 1.2044 -1.9138 -7.6472
H16 0.2380 -2.3577 -5.4238
H17 0.7037 1.7793 -4.4010
H18 1.6758 2.2161 -6.6249
C18 6.8936 5.4198 -0.4101
C19 6.8130 5.7832 0.9276
C20 6.4695 4.8408 1.8835
C21 6.2146 3.5415 1.4836
C22 6.2838 3.1651 0.1542
C23 6.6253 4.1132 -0.7966
N4 5.8726 2.5353 2.4991
O10 5.7998 2.8990 3.6528
O11 5.6812 1.3911 2.1254
H19 7.1673 6.1569 -1.1539
H20 7.0207 6.8015 1.2264
H21 6.4065 5.1240 2.9240
H22 6.0784 2.1485 -0.1470
H23 6.6859 3.8327 -1.8393
C24 -4.9344 0.3991 3.9390
C25 -4.8430 -0.6342 4.8636
C26 -3.6576 -0.8500 5.5494
C27 -2.5781 -0.0212 5.3010
C28 -2.6525 1.0075 4.3806
C29 -3.8384 1.2168 3.6956
N5 -1.3236 -0.2310 6.0403
O12 -1.2798 -1.1550 6.8285
O13 -0.4040 0.5331 5.8195
H24 -5.8620 0.5677 3.4072
H25 -5.6967 -1.2712 5.0514
H26 -3.5867 -1.6541 6.2671
H27 -1.8003 1.6456 4.1930
H28 -3.9076 2.0179 2.9750
C30 -4.6293 -6.1930 -3.1955
C31 -5.7282 -5.8141 -3.9575
C32 -6.0263 -4.4717 -4.1253
C33 -5.2131 -3.5242 -3.5280
C34 -4.1208 -3.8851 -2.7617
C35 -3.8296 -5.2295 -2.5952
N6 -5.5116 -2.0963 -3.7234
O14 -6.4896 -1.8097 -4.3866
O15 -4.7619 -1.2864 -3.2143
H29 -4.3960 -7.2428 -3.0702
H30 -6.3509 -6.5661 -4.4230
H31 -6.8804 -4.1773 -4.7175
H32 -3.4923 -3.1382 -2.2929
H33 -2.9765 -5.5236 -1.9991

These are the Mulliken partial charges, in e, on atoms 1 to 8: -1.418 -0.209 0.940 -0.283 0.307 0.460 -0.803 -0.490